{
  "formula": "C5H12NO",
  "method": "ωB97M-V/def2-TZVPD",
  "e_above_lowest_kcal_mol": 38.8,
  "total_energy_ev": -8908.94649,
  "charge": 1,
  "fmax_ev_per_a": 0.71,
  "homo_ev": -13.59,
  "orbital_gap_ev": 10.47,
  "elements": ["O", "N", "C", "C", "C", "C", "C", "H", "H", "H", "H", "H", "H", "H", "H", "H", "H", "H", "H"],
  "xyz": [[0.31862, 1.76342, -1.35234], [-1.50912, -0.02774, -0.18514], [-1.96690, -1.06209, 1.95714], [2.14134, -1.33703, -0.18703], [1.19455, 0.68777, -1.21672], [-1.55544, -0.00184, 1.30405], [1.44028, -0.00892, -0.11815], [-2.44380, -0.20478, -0.54957], [1.60641, -2.08899, 0.39715], [1.66903, 0.41742, -2.15345], [-2.20230, -1.99456, 1.46360], [-1.16266, 0.90883, 1.73078], [0.62860, 2.52902, -0.84678], [1.24004, 0.38814, 0.87450], [-0.80585, -0.71321, -0.46949], [3.15264, -1.28470, 0.22370], [2.21032, -1.69901, -1.21068], [-1.16857, 0.86369, -0.59951], [-2.07191, -1.04210, 3.03146]],
  "atomic_forces_ev_per_a": [[0.2, 0.2, 0.6], [-0.1, 0.4, 0.4], [0.0, -0.1, 0.2], [0.4, 0.1, 0.1], [0.2, -0.1, -0.5], [0.2, 0.2, -0.3], [0.5, -0.1, 0.1], [0.1, -0.3, -0.2], [0.0, 0.0, 0.0], [-0.4, -0.2, -0.2], [-0.3, 0.0, -0.1], [-0.3, 0.1, 0.1], [0.0, 0.0, -0.1], [-0.5, -0.1, -0.1], [-0.2, -0.1, -0.4], [-0.1, 0.0, 0.0], [0.0, 0.0, 0.0], [0.1, -0.1, 0.2], [0.2, 0.0, 0.1]]
}


{
  "formula": "C5H12NO2",
  "method": "ωB97M-V/def2-TZVPD",
  "e_above_lowest_kcal_mol": 91.0,
  "total_energy_ev": -10963.04449,
  "charge": -1,
  "fmax_ev_per_a": 5.65,
  "homo_ev": -1.88,
  "orbital_gap_ev": 5.83,
  "elements": ["O", "O", "N", "C", "C", "C", "C", "C", "H", "H", "H", "H", "H", "H", "H", "H", "H", "H", "H", "H"],
  "xyz": [[-0.33396, 2.15548, 2.49851], [1.99988, 1.34498, -0.61167], [-1.84355, -0.26316, 1.67527], [0.54325, -0.23928, -1.88638], [1.79658, -0.05855, -0.95390], [-0.70222, -1.54721, -0.08105], [-0.28638, -1.51920, -1.50309], [-1.60115, -0.56388, 0.40131], [-1.31083, -0.77084, 2.37432], [0.38547, -2.45802, -1.72487], [-0.39020, -2.20620, 0.73656], [-0.05981, 0.74766, -1.85347], [1.24621, 1.71022, -0.20139], [1.73658, -0.72381, -0.14083], [-1.12805, 1.75759, 2.34552], [-1.24621, -1.68795, -2.16917], [0.26452, 1.50102, 2.61180], [2.79051, -0.32693, -1.41086], [0.91736, -0.37864, -2.92649], [-2.12854, 0.24318, -0.32408]],
  "atomic_forces_ev_per_a": [[1.0, 5.5, 0.4], [1.6, -1.5, -0.7], [-1.1, 1.0, -0.1], [0.3, 0.2, -0.3], [0.4, 1.4, -1.9], [-1.9, 1.5, 1.0], [0.0, -1.7, -1.1], [0.8, 0.7, -0.1], [0.3, -0.6, -0.5], [-1.1, 1.6, 0.2], [0.5, -0.1, -0.7], [0.8, -1.7, 0.1], [-1.6, 0.3, 0.8], [-0.5, -0.4, 1.6], [-3.7, -2.4, -1.0], [1.9, 0.7, 0.6], [2.7, -3.3, 0.4], [-1.1, 0.2, -0.2], [-0.3, 0.4, 0.4], [1.1, -2.0, 1.1]]
}


{
  "formula": "C5H12NO2",
  "method": "ωB97M-V/def2-TZVPD",
  "e_above_lowest_kcal_mol": 57.2,
  "total_energy_ev": -10964.50947,
  "charge": -1,
  "fmax_ev_per_a": 2.04,
  "homo_ev": -3.30,
  "orbital_gap_ev": 6.98,
  "elements": ["O", "O", "N", "C", "C", "C", "C", "C", "H", "H", "H", "H", "H", "H", "H", "H", "H", "H", "H", "H"],
  "xyz": [[1.96982, -2.42787, -2.33107], [1.26329, -0.27479, -1.38103], [-0.39024, 0.22835, 1.87576], [-1.26079, 1.41314, 1.77446], [-1.27947, 0.22131, -0.31908], [-1.54642, 1.60254, 0.26915], [1.19990, 0.05371, -0.06189], [-0.11993, -0.34231, 0.56843], [1.39187, 1.17661, 0.01798], [1.79242, -1.39720, -1.96816], [-0.11773, -1.44526, 0.61256], [1.13556, -2.86506, -2.06040], [-2.19982, -0.37644, -0.37865], [-2.57136, 1.89816, 0.00586], [-0.90098, 0.28491, -1.34214], [-2.18940, 1.25931, 2.31750], [2.01552, -0.29014, 0.60724], [-0.73382, -0.35734, 2.61757], [-0.64799, 2.25945, 2.14924], [-0.93316, 2.38713, -0.17621]],
  "atomic_forces_ev_per_a": [[-0.6, 0.2, 0.2], [0.1, 0.1, 0.0], [0.0, 0.6, 0.9], [1.1, 0.5, -0.6], [0.8, -0.2, -0.7], [-0.5, -0.1, -0.2], [1.2, 1.6, -0.5], [-1.6, -0.4, -0.6], [-0.7, -0.4, 0.3], [-0.2, -1.2, 0.3], [-0.2, 0.3, 0.0], [0.8, 0.5, -0.3], [0.2, -0.1, 0.5], [0.0, 0.0, 0.5], [0.0, 0.0, 0.0], [-0.1, 0.2, 0.4], [0.0, -0.6, -0.1], [0.1, -0.6, -0.4], [-0.9, -0.1, 0.1], [0.4, -0.2, 0.1]]
}


{
  "formula": "C5H12NO2",
  "method": "ωB97M-V/def2-TZVPD",
  "e_above_lowest_kcal_mol": 146.2,
  "total_energy_ev": -10960.65073,
  "charge": -1,
  "fmax_ev_per_a": 7.10,
  "homo_ev": -3.01,
  "orbital_gap_ev": 6.48,
  "elements": ["O", "O", "N", "C", "C", "C", "C", "C", "H", "H", "H", "H", "H", "H", "H", "H", "H", "H", "H", "H"],
  "xyz": [[-0.67613, 3.22573, 0.18033], [-0.43014, -2.33316, -2.32293], [-0.40436, 0.70808, -1.38647], [0.63986, -0.25043, 0.75139], [-0.62436, -2.22204, 1.57211], [-0.19528, 0.82067, 0.04616], [0.24488, 2.26843, 0.51566], [0.21301, -1.69298, 0.66266], [-1.19738, -1.53636, 2.16602], [1.51057, -0.30750, 0.05252], [-1.22728, 0.82465, 0.45825], [1.35507, 2.35102, 0.21204], [0.39994, 1.12101, -1.86103], [0.28724, 2.16572, 1.62215], [-0.46531, -0.27459, -1.70076], [-0.15947, -2.20751, -3.24324], [-0.91359, -3.26242, 1.45273], [-0.13157, 2.73858, -0.66767], [1.09732, -0.04620, 1.71949], [0.67698, -2.09069, -0.22941]],
  "atomic_forces_ev_per_a": [[2.2, -0.5, -4.4], [0.3, 0.6, 0.1], [1.0, 0.6, 0.0], [2.0, -0.2, -2.1], [0.7, -0.3, -2.1], [-2.0, 0.6, 1.8], [2.6, -4.5, 4.8], [-0.8, 0.7, 1.0], [0.0, 0.0, 0.8], [0.1, 0.5, 0.6], [0.3, -0.4, 0.1], [-1.1, 0.8, 0.0], [0.1, -0.4, -0.2], [0.2, 0.0, -0.3], [-0.1, -0.4, -0.1], [-0.1, -0.1, 0.1], [-0.2, 0.1, 0.3], [-4.0, 3.6, -0.7], [-0.6, 0.6, 0.2], [-0.6, -1.3, 0.1]]
}


{
  "formula": "C5H12NO2",
  "method": "ωB97M-V/def2-TZVPD",
  "e_above_lowest_kcal_mol": 0.0,
  "total_energy_ev": -10966.99013,
  "charge": -1,
  "fmax_ev_per_a": 0.94,
  "homo_ev": -4.19,
  "orbital_gap_ev": 8.39,
  "elements": ["O", "O", "N", "C", "C", "C", "C", "C", "H", "H", "H", "H", "H", "H", "H", "H", "H", "H", "H", "H"],
  "xyz": [[1.15803, -1.47740, -1.61911], [2.00333, -0.75528, 0.35361], [3.13194, -0.35880, -1.57677], [-1.41819, -1.02307, 0.06661], [2.01342, -0.92249, -0.88949], [-0.93049, 0.56127, 1.93054], [-0.78288, 1.35426, -0.46059], [-1.50391, 0.43596, 0.52785], [-0.93107, 1.60801, 2.25324], [0.09231, 0.17699, 1.94008], [3.26758, -0.70810, -2.50954], [-2.57259, 0.69596, 0.52146], [-1.50830, -0.01109, 2.66150], [-1.33678, 1.43315, -1.39480], [-1.85794, -1.70344, 0.80478], [-0.36957, -1.30023, -0.10153], [-0.72681, 2.35652, -0.01362], [0.24954, 1.03423, -0.59237], [3.95092, -0.19780, -1.01665], [-1.92853, -1.19866, -0.88519]],
  "atomic_forces_ev_per_a": [[0.3, 0.0, 0.0], [0.0, 0.0, 0.0], [-0.1, 0.2, -0.1], [0.3, -0.1, 0.0], [0.0, -0.1, 0.0], [0.0, 0.2, 0.1], [-0.1, 0.4, 0.8], [-0.3, -0.6, -0.4], [0.1, 0.0, 0.1], [0.0, 0.1, -0.1], [0.1, -0.1, 0.1], [0.1, 0.3, 0.2], [-0.1, 0.0, -0.1], [0.2, -0.1, -0.2], [0.0, 0.1, 0.0], [-0.3, 0.0, 0.1], [-0.1, 0.1, -0.2], [-0.1, -0.2, -0.3], [0.0, -0.1, 0.0], [0.0, 0.2, 0.0]]
}


{
  "formula": "C5H12NO2",
  "method": "ωB97M-V/def2-TZVPD",
  "e_above_lowest_kcal_mol": 80.2,
  "total_energy_ev": -10963.51284,
  "charge": -1,
  "fmax_ev_per_a": 3.49,
  "homo_ev": -1.87,
  "orbital_gap_ev": 5.31,
  "elements": ["O", "O", "N", "C", "C", "C", "C", "C", "H", "H", "H", "H", "H", "H", "H", "H", "H", "H", "H", "H"],
  "xyz": [[1.28646, 3.98427, 0.19920], [2.32989, -2.78315, -0.15266], [-1.89504, 2.35692, 1.25754], [-1.22596, -0.03700, 0.65366], [-1.72010, 1.27071, 0.50399], [0.64533, -1.08089, -0.74639], [0.93334, -2.51211, -0.26288], [-0.92437, -0.72479, -0.61332], [-1.58194, 2.23504, 2.22396], [0.32148, 3.87640, 0.27463], [2.74891, -2.01518, 0.23048], [-2.14181, 1.51712, -0.49840], [1.02527, -0.80809, -1.72043], [0.57643, -3.25321, -0.99896], [0.37520, -2.65292, 0.65251], [1.11133, -0.49990, 0.07187], [-0.81576, -0.26983, 1.61742], [-1.36544, -1.73498, -0.61145], [-1.20171, -0.28872, -1.56274], [1.51848, 3.42030, -0.51801]],
  "atomic_forces_ev_per_a": [[-0.6, 0.8, 0.7], [-0.1, -0.4, 0.2], [0.1, 0.0, 0.2], [-1.3, 3.0, -0.7], [-0.5, 0.4, 0.0], [-1.0, 0.0, 1.8], [-0.1, 0.3, -2.0], [2.1, -2.8, 0.3], [0.1, -0.3, -0.1], [0.2, -0.2, 0.3], [0.1, 0.3, 0.2], [0.5, -0.5, 0.1], [0.4, -0.2, -0.3], [0.0, 0.2, 0.3], [0.1, -0.2, 0.5], [0.1, 0.4, -0.8], [0.4, -0.7, 0.2], [-0.3, -0.1, -0.3], [-0.5, 0.7, 0.2], [0.3, -0.7, -0.8]]
}